C8H12N2O3PbS as an isolated structure, computed with the ωB97M-V functional and the def2-TZVPD basis.

The HOMO energy comes out at -16.50 eV. The LUMO energy is -0.3454 Eh. The value obtained for the relative energy (zero: lowest compared OMol25 entry of this formula, charge and spin) is 103.4 kJ/mol. As for the net charge: +2.

Last column: Mulliken charge in e.
Atoms and positions in Å:
O  0.00324  4.71920  -1.81106  -0.133
C  0.01564  3.60333  -1.54453  0.133
Pb  -0.01387  -0.91824  0.58958  1.173
C  1.98921  -1.49352  -1.04730  0.158
C  -2.01682  -1.47884  -1.03655  0.156
O  3.01481  -1.90146  -1.39143  -0.061
O  -3.02672  -1.88872  -1.39567  -0.051
C  -2.43974  0.29904  3.31935  -0.988
N  -1.16873  0.85534  3.81430  0.169
C  -1.24371  2.12823  4.56805  -1.000
C  0.00312  0.14938  3.57489  0.142
S  -0.03674  -1.64218  2.95087  -0.224
N  1.20824  0.77752  3.80256  0.099
C  1.40477  1.19555  5.21985  -1.133
C  2.47654  0.40694  3.06296  -0.979
H  -3.21627  0.84042  3.90014  0.391
H  -2.54320  -0.77299  3.56158  0.454
H  -2.62686  0.50505  2.22401  0.274
H  -1.16406  1.91950  5.65382  0.351
H  -0.51084  2.88373  4.22251  0.336
H  -2.26503  2.48046  4.35853  0.420
H  2.31768  0.67844  5.54481  0.473
H  1.57958  2.29193  5.21953  0.353
H  0.54749  0.86360  5.83923  0.359
H  2.71703  -0.67358  3.13276  0.364
H  2.43884  0.76405  2.01707  0.338
H  3.26580  1.01931  3.60840  0.426


A 3-piece molecular cluster, C8H12N2O3S overall, computed with the ωB97M-V functional and the def2-TZVPD basis.

The HOMO energy (alpha / beta) comes out at -6.12 / -8.94 eV. The LUMO energy (alpha / beta) is 0.0236 / -0.0447 Eh. As for the spin multiplicity: 3. As for the expectation value of S²: 2.0106.

Last column: Mulliken charge in e.
Atoms and positions in Å:
C  0.76517  2.16792  -0.85712  0.180
C  2.72658  0.72219  1.49778  0.734
C  0.05161  3.00672  0.17659  -0.271
C  -1.08603  2.01040  0.12179  -0.035
C  0.08562  -0.11136  -0.46951  -0.956
C  -0.88496  -0.66396  0.52997  1.761
C  -0.23623  -1.44630  1.60642  -1.363
C  -1.94131  -1.49263  -0.17112  -1.238
N  -0.20342  1.10986  -0.72505  0.060
N  0.80413  -2.17125  -2.08183  -0.676
O  2.36517  1.54763  2.17056  -0.374
O  1.70831  2.19462  -1.56623  -0.562
O  3.08500  -0.07678  0.79716  -0.333
S  -1.80167  0.86402  1.33195  -0.205
H  0.39507  3.25199  1.18843  0.237
H  -0.15501  3.95549  -0.36460  0.274
H  -1.89345  2.27403  -0.60534  0.279
H  0.11515  -0.85698  2.60698  0.226
H  0.58417  -2.08600  1.13675  0.276
H  -0.98895  -2.27077  1.94504  0.375
H  -2.75356  -0.80442  -0.34821  0.369
H  -2.25619  -2.54687  0.34572  0.284
H  -1.42602  -1.79647  -1.06876  0.226
H  1.08860  -1.27711  -2.51371  0.262
H  1.67560  -2.76132  -1.98926  0.233
H  0.17661  -2.74265  -2.69440  0.238


A 2-piece molecular cluster, C8H12N2O4 overall, computed with the ωB97M-V functional and the def2-TZVPD basis.

The HOMO energy (alpha / beta) comes out at -4.93 / -9.89 eV. The LUMO energy (alpha / beta) is 0.0200 / -0.1135 Eh. The value obtained for the relative energy (zero: lowest compared OMol25 entry of this formula, charge and spin) is 0.0 kJ/mol. As for the spin multiplicity: 3. As for the expectation value of S²: 2.0148.

Last column: Mulliken charge in e.
Atoms and positions in Å:
C  3.70510  -0.09340  -0.24353  -0.352
C  2.68021  -0.89507  -0.66414  -0.006
C  2.13354  0.06086  1.18200  -0.085
C  -1.28252  -1.16180  0.91647  -0.680
C  -2.19423  0.07322  0.77458  -0.067
C  -1.59376  0.80924  -0.44874  0.299
C  -0.63752  -1.24048  -0.42695  0.525
C  -0.67370  1.98550  -0.08166  -0.563
N  3.34781  0.49898  0.92812  -0.677
N  1.69052  -0.80524  0.26601  -0.078
O  -0.85567  -0.18025  -1.18340  -0.504
O  -3.53978  -0.26264  0.60235  -0.605
O  -0.33557  -2.38672  -0.98721  -0.550
O  -0.17048  2.61177  -1.22484  -0.553
H  4.66144  0.09527  -0.69276  0.409
H  2.59349  -1.53510  -1.52414  0.351
H  1.57149  0.34302  2.05491  0.475
H  -0.53241  -1.03116  1.69463  0.118
H  -1.84528  -2.07086  1.13906  0.329
H  -2.17503  0.70921  1.66073  0.382
H  -2.37546  1.17069  -1.12639  0.249
H  0.13405  1.62774  0.56804  0.141
H  -1.26993  2.73410  0.44734  0.394
H  -3.64908  -0.83124  -0.16930  0.365
H  0.13110  -2.25897  -1.82937  0.349
H  0.48169  2.03332  -1.63180  0.336


An isolated ion of composition C8H12N2P and charge +1, computed with the ωB97M-V functional and the def2-TZVPD basis.

The HOMO energy comes out at -12.98 eV. The LUMO energy is -0.2545 Eh. The value obtained for the relative energy (zero: lowest compared OMol25 entry of this formula, charge and spin) is 169.2 kJ/mol. Its SMILES is [H]/P=[N+]1/C=CC=C1/C=N/CCC. As for the net charge: +1.

Last column: Mulliken charge in e.
Atoms and positions in Å:
H  -0.12288  -0.71603  -1.43372  0.170
P  1.01793  -1.26920  -1.98190  0.250
N  2.00203  -0.62631  -0.89772  0.211
C  3.41890  -0.60809  -1.07551  -0.339
C  3.99526  0.09971  -0.09968  -0.533
C  2.94366  0.63636  0.67828  -0.105
C  1.78132  0.21936  0.21770  0.099
C  0.50703  0.59199  0.80309  -0.060
N  -0.60241  0.08019  0.52910  -0.213
C  -1.75270  0.48652  1.07777  -0.798
C  -3.00071  0.45246  0.00680  -0.464
C  -3.20910  -1.01406  -0.41571  -0.852
H  3.80566  -0.95841  -2.00096  0.386
H  5.03429  0.39960  0.00388  0.386
H  3.23273  1.37966  1.38189  0.419
H  0.57933  1.52594  1.28693  0.316
H  -1.65378  1.51136  1.57625  0.395
H  -2.03493  -0.05567  2.00643  0.316
H  -3.87935  0.94550  0.46880  0.373
H  -2.57375  1.12702  -0.70711  0.266
H  -3.65309  -1.65615  0.36886  0.280
H  -3.68332  -1.26067  -1.34955  0.310
H  -2.15212  -1.29110  -0.44392  0.190


The molecule C8H12N2S, computed with the ωB97M-V functional and the def2-TZVPD basis.

The HOMO energy comes out at -7.76 eV. The LUMO energy is -0.0184 Eh. The value obtained for the relative energy (zero: lowest compared OMol25 entry of this formula, charge and spin) is 483.2 kJ/mol.

Last column: Mulliken charge in e.
Atoms and positions in Å:
C  -0.06403  1.51128  0.72207  0.151
C  0.15875  0.22318  0.38122  -0.623
C  -1.83012  -0.66290  -0.13139  -0.179
C  -2.82070  0.22280  0.09898  0.678
C  -4.31188  0.11567  -0.27063  -1.075
C  1.63873  -0.85596  -1.33048  -1.382
C  2.47589  -0.59404  1.10552  -1.197
C  1.24234  -0.76579  0.16293  0.864
N  -2.53108  1.50525  0.21411  -0.521
N  -1.34314  2.04522  0.54017  0.079
S  -1.69007  -2.15318  -0.64117  -0.334
H  0.72433  2.35619  1.08294  0.208
H  -4.86163  -0.65843  0.29132  0.301
H  -4.36034  -0.04451  -1.33650  0.278
H  -4.69344  1.12327  -0.07277  0.338
H  1.75659  0.05750  -1.89942  0.321
H  0.88673  -1.37488  -1.79169  0.391
H  2.59028  -1.34958  -1.42465  0.399
H  3.37827  -0.90253  0.61116  0.347
H  2.51216  -1.44344  1.86032  0.289
H  2.57400  0.44201  1.43576  0.268
H  0.84261  -1.76782  0.50237  0.154
H  -1.50192  3.01149  0.68418  0.246


An isolated ion of composition C8H12N3S and charge +1, computed with the ωB97M-V functional and the def2-TZVPD basis.

The HOMO energy (alpha / beta) comes out at -10.88 / -12.33 eV. The LUMO energy (alpha / beta) is -0.1290 / -0.2223 Eh. The value obtained for the relative energy (zero: lowest compared OMol25 entry of this formula, charge and spin) is 186.1 kJ/mol. As for the net charge: +1. As for the spin multiplicity: 3. As for the expectation value of S²: 2.0178.

Last column: Mulliken charge in e.
Atoms and positions in Å:
C  -2.95133  -1.30417  -0.67643  0.195
C  -0.94890  -0.03447  0.03278  -0.185
C  -3.55434  1.06374  -0.08591  -0.013
C  -2.74882  -0.01290  -0.32695  0.130
C  1.24148  0.22693  -0.69054  -0.675
C  0.80934  -1.24633  -0.88520  -0.444
C  -0.03820  2.31373  -0.08835  -0.943
C  -0.02172  -1.90347  1.44765  -0.919
N  -2.63817  -2.36742  -0.97569  -0.586
N  -0.01551  0.94418  -0.22732  0.203
N  -0.40619  -1.35145  0.05287  -0.050
S  -5.20093  0.91937  -0.41479  -0.006
H  -3.28885  2.09811  0.10937  0.315
H  2.05543  0.45284  0.06423  0.352
H  1.56244  0.77303  -1.65591  0.435
H  0.39219  -1.46881  -1.92100  0.371
H  1.64600  -1.84254  -0.48625  0.331
H  0.20021  2.76715  0.92389  0.312
H  0.75188  2.82365  -0.68462  0.340
H  -0.96669  2.81868  -0.53754  0.297
H  0.89552  -1.35056  1.85471  0.323
H  -0.98261  -1.68025  1.85170  0.395
H  0.20214  -2.92382  1.53706  0.367
H  -1.07778  -2.10611  -0.13936  0.455